[1]
{
  "formula": "C26H38CrN5OPS",
  "method": "the ωB97M-V functional and the def2-TZVPD basis",
  "elements": ["Cr", "N", "C", "S", "N", "N", "C", "C", "C", "C", "C", "C", "C", "C", "C", "C", "C", "C", "N", "H", "H", "H", "H", "H", "H", "H", "H", "H", "H", "H", "C", "C", "C", "C", "P", "N", "C", "C", "C", "C", "C", "C", "C", "C", "H", "H", "H", "H", "H", "H", "H", "H", "H", "H", "H", "H", "H", "H", "H", "H", "H", "H", "H", "H", "H", "H", "H", "H", "H", "H", "H", "O", "C"],
  "coordinates": [[0.032052, 0.330097, -0.447330], [-2.305188, -2.594363, 1.824938], [-1.466260, -1.685614, 1.273865], [-1.576990, -1.434933, -0.432282], [-0.642103, -1.098511, 2.119438], [0.213574, -0.252120, 1.510192], [1.055862, 0.408563, 2.237543], [1.092652, 0.337786, 3.717627], [2.222497, -0.132279, 4.378765], [2.253403, -0.173461, 5.766210], [1.158136, 0.263427, 6.497037], [0.029333, 0.736719, 5.840067], [-0.006308, 0.769695, 4.454774], [1.962096, 1.280926, 1.490379], [2.900919, 2.107874, 2.104184], [3.718291, 2.897510, 1.318745], [3.582350, 2.857969, -0.062085], [2.613041, 2.036903, -0.598748], [1.823077, 1.264236, 0.149040], [-3.087664, -2.918664, 1.288037], [-2.342437, -2.641749, 2.828941], [3.075232, -0.475647, 3.803402], [3.132476, -0.548885, 6.275043], [1.183085, 0.236306, 7.579187], [-0.826806, 1.075812, 6.409951], [-0.889207, 1.119801, 3.932655], [2.970528, 2.126541, 3.182268], [4.452379, 3.546285, 1.779331], [4.200502, 3.462125, -0.711011], [2.441605, 2.000092, -1.667230], [-1.038098, 4.289578, 2.105464], [-1.207202, 4.617074, 0.613518], [-1.936769, 5.957249, 0.483001], [0.227030, 4.764110, 0.080024], [-1.991395, 3.109135, -0.234639], [-0.992771, 1.949338, -0.283492], [-2.545591, 3.632802, -1.971634], [-2.690775, 2.364383, -2.826496], [-3.834494, 4.455110, -2.067950], [-1.410062, 4.434774, -2.624099], [-3.533261, 2.617354, 0.765896], [-3.057301, 1.819231, 1.993492], [-4.466379, 3.743382, 1.225054], [-4.348601, 1.617055, -0.068738], [-0.384184, 5.042712, 2.556220], [-0.571255, 3.310504, 2.238017], [-1.977865, 4.309019, 2.652347], [-1.408586, 6.703790, 1.086618], [-2.965513, 5.917555, 0.839375], [-1.947455, 6.324728, -0.542298], [0.766230, 5.473149, 0.717527], [0.272852, 5.139938, -0.939320], [0.737093, 3.801279, 0.118251], [-3.570924, 1.778389, -2.578372], [-1.816003, 1.726692, -2.707219], [-2.773466, 2.658587, -3.877875], [-4.712826, 3.889386, -1.761971], [-3.986112, 4.745693, -3.113459], [-3.797110, 5.369471, -1.477485], [-0.455548, 3.913504, -2.529357], [-1.308156, 5.434930, -2.207136], [-1.631685, 4.547792, -3.689891], [-2.647794, 2.450650, 2.778957], [-2.301696, 1.087559, 1.705078], [-3.915882, 1.288089, 2.417675], [-3.993848, 4.413537, 1.941745], [-5.332609, 3.297014, 1.725899], [-4.843366, 4.343717, 0.397957], [-3.717087, 0.805545, -0.435260], [-4.860163, 2.084048, -0.908198], [-5.118996, 1.181074, 0.575054], [0.690913, -0.024540, -3.554404], [0.480910, 0.058242, -2.449224]],
  "forces_ev_per_a": [[-0.1, 0.0, 0.2], [0.0, 0.0, 0.0], [0.0, 0.0, 0.0], [0.0, 0.0, 0.0], [-0.1, -0.1, 0.0], [-0.1, -0.1, -0.2], [0.1, 0.1, 0.1], [0.1, 0.0, 0.0], [0.0, 0.0, 0.0], [0.0, 0.0, 0.0], [0.0, 0.0, 0.0], [0.0, 0.0, 0.0], [0.0, 0.0, 0.0], [0.0, 0.0, 0.0], [0.0, 0.1, 0.0], [0.0, 0.0, 0.1], [0.0, 0.0, -0.1], [0.0, 0.0, 0.0], [0.0, 0.1, -0.1], [0.0, 0.0, 0.0], [0.0, 0.0, 0.0], [0.0, 0.0, 0.0], [0.0, 0.0, 0.0], [0.0, 0.0, 0.0], [0.0, 0.0, 0.0], [0.0, 0.0, 0.0], [0.0, 0.0, 0.0], [0.0, 0.0, 0.0], [0.0, 0.0, 0.0], [0.0, 0.0, 0.0], [0.0, 0.0, 0.0], [0.0, 0.0, 0.0], [0.0, 0.0, 0.0], [0.0, 0.1, 0.0], [-0.2, -0.1, 0.2], [0.2, 0.0, -0.2], [0.0, 0.0, 0.0], [0.0, 0.0, 0.0], [0.0, 0.0, 0.0], [0.0, 0.0, -0.1], [0.0, 0.0, 0.0], [0.0, 0.0, 0.0], [0.0, 0.0, 0.0], [0.0, 0.0, 0.0], [0.0, 0.0, 0.0], [0.0, 0.0, 0.0], [0.0, 0.0, 0.0], [0.0, 0.0, 0.0], [0.0, 0.0, 0.0], [0.0, 0.0, 0.0], [0.0, 0.0, 0.0], [0.0, 0.0, 0.1], [0.0, 0.0, 0.0], [0.0, 0.0, 0.1], [0.0, 0.0, 0.0], [0.0, 0.0, 0.0], [0.0, 0.0, 0.0], [0.0, 0.0, 0.0], [0.0, 0.0, 0.0], [0.0, 0.0, 0.0], [0.0, 0.0, 0.0], [0.0, 0.0, 0.0], [0.0, 0.0, 0.0], [0.0, 0.0, 0.0], [0.0, 0.0, 0.0], [0.0, 0.0, 0.0], [0.0, 0.0, 0.0], [0.0, 0.0, 0.0], [0.0, 0.0, 0.0], [0.0, 0.0, 0.0], [0.0, 0.0, 0.0], [0.0, 0.0, -0.3], [0.1, 0.0, 0.2]],
  "mulliken_spin": [3.452, 0.006, 0.043, -0.052, -0.010, -0.046, 0.112, -0.009, 0.020, -0.002, 0.005, -0.004, 0.016, 0.032, 0.012, 0.015, 0.020, 0.009, -0.062, 0.001, 0.000, 0.002, 0.000, 0.000, 0.000, 0.001, 0.005, 0.001, 0.001, 0.007, 0.006, 0.012, -0.003, 0.007, 0.098, 0.056, 0.028, -0.026, -0.001, -0.005, 0.012, -0.017, -0.003, 0.001, 0.000, 0.001, -0.001, 0.000, 0.000, 0.000, 0.000, 0.001, 0.002, -0.003, 0.019, 0.001, 0.000, -0.001, 0.000, -0.001, -0.001, 0.000, 0.001, 0.010, 0.000, 0.000, 0.000, 0.000, 0.000, 0.000, 0.000, 0.102, 0.128],
  "total_energy_ha": -3146.5994,
  "e_above_lowest_kj_mol": 8.9,
  "homo_ev": [-6.51, -7.32],
  "lumo_energy_ha": [-0.007, -0.020],
  "multiplicity": 5,
  "fmax_ha_per_bohr": 0.0056,
  "orbital_gap_ev": [6.32, 6.77]
}

=====

[2]
{
  "formula": "C6H9N",
  "method": "the ωB97M-V functional and the def2-TZVPD basis",
  "elements": ["C", "C", "C", "C", "N", "C", "C", "H", "H", "H", "H", "H", "H", "H", "H", "H"],
  "coordinates": [[1.816926, -0.283078, -0.065063], [0.327711, -0.126124, -0.090434], [-0.512353, 0.651175, 0.957147], [-1.310713, 1.199728, -0.236309], [-0.432035, 0.473300, -1.220617], [-0.600217, -0.937539, -1.008816], [-0.832679, -0.688428, 1.412682], [2.340447, 0.666709, -0.049925], [2.181764, -0.813679, -0.936207], [2.169689, -0.843564, 0.794084], [0.068001, 1.365303, 1.543596], [-2.363612, 0.904251, -0.279778], [-1.204882, 2.274102, -0.396621], [-0.016920, -1.551884, -1.686828], [-1.588271, -1.340713, -0.782306], [0.042135, -1.009310, 2.016915]],
  "forces_ev_per_a": [[0.2, -0.1, 0.0], [0.3, -0.7, 0.0], [-0.2, -0.1, 0.2], [-0.2, 0.2, 0.0], [-0.1, 0.2, -0.2], [0.0, -0.1, -0.4], [0.0, 0.3, 0.4], [-0.1, 0.4, 0.0], [-0.1, -0.1, -0.3], [-0.2, -0.1, 0.2], [0.0, -0.1, -0.1], [0.2, 0.0, 0.0], [0.0, -0.1, 0.0], [0.0, 0.1, -0.1], [0.5, 0.2, 0.3], [-0.1, 0.1, 0.0]],
  "mulliken_charge": [-1.275, 0.829, 0.231, -0.493, -0.530, -0.499, -0.880, 0.292, 0.353, 0.300, 0.359, 0.281, 0.312, 0.292, 0.274, 0.154],
  "total_energy_ha": -288.5609,
  "e_above_lowest_kj_mol": 580.6,
  "homo_ev": -7.88,
  "lumo_energy_ha": 0.038,
  "fmax_ha_per_bohr": 0.0141,
  "orbital_gap_ev": 8.93
}

=====

[3]
{
  "formula": "C2H5NO2",
  "method": "the ωB97M-V functional and the def2-TZVPD basis",
  "elements": ["C", "C", "N", "O", "O", "H", "H", "H", "H", "H"],
  "coordinates": [[0.687609, -1.595772, -0.690858], [-1.176681, 0.805862, -0.827768], [0.056386, -0.540833, -0.642541], [1.362837, -2.539594, -0.602010], [1.144216, 0.751839, 1.784516], [-1.605897, 0.826943, -1.864222], [-1.754062, 0.291481, -0.014607], [-0.612979, 1.702854, -0.557386], [0.915426, 0.273276, 0.874493], [0.983144, 0.023945, 2.540384]],
  "forces_ev_per_a": [[-2.3, 3.8, 0.1], [1.5, -3.6, 0.6], [0.0, 0.1, -0.8], [0.3, -0.8, -0.2], [-1.1, -3.4, 0.2], [0.6, -0.4, 1.2], [0.0, 1.4, -1.1], [-0.1, -0.5, 0.1], [0.6, 1.0, 2.8], [0.5, 2.4, -2.9]],
  "mulliken_charge": [0.664, -0.325, -0.632, -0.455, -0.717, 0.266, 0.289, 0.221, 0.365, 0.326],
  "total_energy_ha": -284.3611,
  "e_above_lowest_kj_mol": 279.0,
  "smiles": "CN=C=O.O",
  "homo_ev": -10.39,
  "lumo_energy_ha": 0.003,
  "fmax_ha_per_bohr": 0.0872,
  "orbital_gap_ev": 10.47
}

=====

[4]
{
  "formula": "C26H46Br16O4",
  "method": "the ωB97M-V functional and the def2-TZVPD basis",
  "elements": ["C", "C", "O", "C", "C", "C", "C", "C", "C", "C", "O", "O", "C", "O", "H", "H", "H", "H", "H", "H", "H", "H", "H", "H", "H", "H", "H", "H", "Br", "C", "C", "Br", "H", "H", "H", "H", "Br", "C", "C", "Br", "H", "H", "H", "H", "Br", "C", "C", "Br", "H", "H", "H", "H", "Br", "C", "C", "Br", "H", "H", "H", "H", "Br", "C", "C", "Br", "H", "H", "H", "H", "Br", "C", "C", "Br", "H", "H", "H", "H", "Br", "C", "C", "Br", "H", "H", "H", "H", "Br", "C", "C", "Br", "H", "H", "H", "H"],
  "coordinates": [[0.392060, -3.819249, -3.516766], [0.494473, -2.998448, -4.791654], [-0.540424, -3.293155, -5.721720], [-1.823592, -2.859111, -5.319323], [-2.746924, -4.069437, -5.205143], [-4.171820, -3.770252, -4.881909], [-4.767312, -2.896277, -4.063439], [-4.195576, -1.879923, -3.130955], [-4.065819, -0.480529, -3.750234], [-6.240664, -3.098041, -4.187233], [-7.131624, -2.439404, -3.766171], [-6.466480, -4.228779, -4.943186], [-5.256326, -4.567746, -5.531400], [-5.191090, -5.367671, -6.399267], [-0.424153, -3.478869, -2.871528], [0.221350, -4.872781, -3.754684], [1.308992, -3.739867, -2.928325], [1.428031, -3.211534, -5.315821], [0.486208, -1.924132, -4.557853], [-1.758195, -2.313229, -4.371431], [-2.215817, -2.171519, -6.078890], [-2.341761, -4.778727, -4.473181], [-2.730207, -4.588663, -6.168567], [-3.218811, -2.237419, -2.791788], [-4.835568, -1.815409, -2.246191], [-4.926851, -0.248902, -4.379805], [-4.011098, 0.275308, -2.964051], [-3.152353, -0.393555, -4.343924], [1.111532, -4.986667, -0.122776], [2.422758, -3.908642, 0.819855], [1.944431, -2.497366, 1.026992], [1.981460, -1.458432, -0.620559], [3.337957, -3.946165, 0.237209], [2.579550, -4.393982, 1.780855], [2.603502, -1.983270, 1.723670], [0.921695, -2.464689, 1.389816], [-1.764770, -7.446068, 0.674150], [-0.966578, -9.216639, 0.736745], [-0.168988, -9.440370, 1.994076], [1.526118, -8.493383, 1.975543], [-0.359068, -9.315075, -0.157362], [-1.796673, -9.918294, 0.695336], [0.078702, -10.494493, 2.095602], [-0.702927, -9.103299, 2.877032], [2.122874, -1.935557, 4.891527], [2.233751, 0.006333, 4.825553], [2.639627, 0.495332, 3.461458], [4.522791, 0.196113, 3.104889], [2.940952, 0.304700, 5.593030], [1.240638, 0.370556, 5.077539], [2.493141, 1.570286, 3.379905], [2.086680, -0.003016, 2.670884], [-10.201324, 2.456351, -3.026662], [-9.646501, 0.685253, -3.618031], [-8.895033, -0.073532, -2.559836], [-7.091171, 0.606181, -2.334565], [-9.044017, 0.840076, -4.507048], [-10.562970, 0.161071, -3.880237], [-8.773338, -1.112585, -2.861150], [-9.374859, -0.017500, -1.587755], [4.097725, 3.948450, 4.063877], [5.887371, 4.588047, 3.655508], [6.905472, 4.087532, 4.643605], [6.770596, 4.994152, 6.357130], [5.827789, 5.671670, 3.638507], [6.116677, 4.215450, 2.659720], [7.909756, 4.291386, 4.279967], [6.792379, 3.025741, 4.841038], [-8.579603, 0.647609, -7.273286], [-9.966234, 2.011957, -7.292099], [-10.389458, 2.369480, -8.692118], [-9.055074, 3.440869, -9.609996], [-9.566176, 2.865809, -6.753814], [-10.805984, 1.595075, -6.740000], [-11.294203, 2.972358, -8.665889], [-10.553730, 1.488215, -9.304232], [10.677089, 6.281114, 7.263499], [10.787044, 7.638732, 5.885206], [9.650749, 7.524057, 4.903322], [9.882782, 6.024281, 3.684522], [11.758689, 7.534463, 5.412919], [10.727900, 8.593420, 6.404070], [9.601173, 8.409796, 4.274363], [8.699711, 7.370344, 5.406005], [10.040475, 9.413614, 10.783574], [8.388527, 8.441353, 11.101827], [8.127591, 7.409159, 10.037219], [7.568155, 8.213149, 8.363430], [7.597689, 9.183101, 11.152104], [8.504111, 7.960930, 12.070603], [7.317871, 6.748396, 10.338481], [9.014555, 6.824383, 9.809691]],
  "forces_ev_per_a": [[0.0, 0.0, 0.0], [0.0, 0.0, 0.0], [0.0, 0.1, 0.0], [0.0, 0.0, 0.1], [0.0, 0.0, -0.2], [-0.1, 0.0, 0.0], [0.3, 0.0, 0.0], [0.0, 0.1, 0.1], [0.1, 0.0, 0.0], [0.3, -0.3, -0.2], [-0.3, 0.2, 0.3], [0.0, 0.3, -0.3], [-0.1, 0.1, 0.4], [0.1, -0.4, -0.3], [0.0, 0.0, -0.1], [0.1, 0.1, 0.0], [-0.1, 0.0, -0.1], [-0.1, 0.0, 0.0], [0.0, -0.1, 0.0], [0.0, 0.0, -0.1], [0.0, 0.0, 0.1], [0.0, 0.1, 0.0], [0.0, 0.0, 0.1], [-0.1, 0.1, 0.0], [0.0, -0.1, -0.1], [0.1, 0.0, 0.1], [0.0, -0.1, -0.1], [-0.1, -0.1, -0.1], [0.0, 0.0, 0.0], [0.0, 0.0, 0.0], [0.1, 0.1, 0.0], [0.0, 0.0, 0.1], [0.0, 0.0, 0.0], [0.0, 0.0, 0.0], [0.0, 0.0, 0.0], [0.0, 0.0, 0.0], [0.0, 0.0, 0.0], [-0.1, 0.0, 0.0], [0.1, 0.0, 0.0], [0.0, 0.0, 0.0], [0.0, 0.0, 0.0], [0.0, 0.0, 0.0], [0.0, 0.0, 0.0], [0.0, 0.0, 0.0], [0.0, 0.0, 0.0], [0.0, 0.0, 0.0], [0.0, 0.1, -0.1], [0.0, -0.1, -0.1], [0.0, 0.0, 0.0], [0.0, 0.0, 0.0], [0.0, 0.0, 0.0], [0.0, 0.0, 0.0], [0.0, 0.0, 0.0], [0.0, 0.1, 0.0], [0.0, -0.1, 0.0], [-0.1, 0.1, 0.1], [0.0, -0.1, 0.0], [0.0, 0.0, 0.0], [0.0, 0.1, 0.0], [0.0, 0.0, 0.0], [-0.1, 0.1, 0.1], [0.0, -0.1, 0.0], [0.0, -0.1, 0.1], [0.0, 0.0, -0.1], [0.0, 0.0, 0.0], [0.0, 0.0, 0.0], [-0.1, 0.0, 0.0], [0.0, 0.0, 0.0], [0.0, 0.0, -0.1], [0.0, 0.0, 0.1], [0.0, 0.0, 0.0], [0.0, 0.0, 0.0], [0.0, 0.0, 0.0], [0.0, 0.0, 0.0], [0.0, 0.0, 0.0], [0.0, 0.0, 0.0], [0.1, -0.1, 0.0], [-0.1, 0.1, 0.1], [0.0, 0.0, 0.0], [0.1, 0.1, 0.0], [0.0, 0.0, 0.0], [0.0, 0.0, 0.0], [0.0, 0.0, 0.0], [0.0, 0.0, 0.0], [0.0, 0.0, 0.0], [0.0, 0.0, 0.0], [0.0, -0.1, 0.0], [-0.1, 0.1, 0.0], [0.0, 0.0, 0.0], [0.0, 0.0, 0.0], [0.0, 0.0, 0.0], [0.0, 0.0, 0.0]],
  "mulliken_charge": [-0.758, -0.495, -0.437, -0.433, -0.374, 0.379, 0.938, -0.504, -1.132, 0.120, -0.437, -0.328, -0.267, -0.530, 0.224, 0.293, 0.341, 0.393, 0.288, 0.127, 0.382, 0.249, 0.351, 0.254, 0.391, 0.344, 0.271, 0.318, -0.115, -0.575, -0.291, -0.137, 0.398, 0.348, -0.074, 0.444, -0.140, -0.589, -0.572, -0.128, 0.362, 0.351, 0.335, 0.366, -0.156, -0.509, -0.511, -0.082, 0.361, 0.371, 0.235, 0.273, -0.164, -0.454, -0.452, -0.121, 0.078, 0.426, 0.280, 0.429, -0.138, -0.535, -0.378, -0.076, 0.361, 0.368, 0.047, 0.360, -0.120, -0.611, -0.621, -0.135, 0.405, 0.349, 0.377, 0.375, -0.118, -0.603, -0.384, -0.148, 0.414, 0.344, 0.386, 0.140, -0.129, -0.627, -0.464, -0.140, 0.359, 0.372, 0.352, 0.261],
  "total_energy_ha": -42503.5023,
  "e_above_lowest_kj_mol": 0.0,
  "smiles": "CCOCCC1=C(CC)C(=O)OC1=O.BrCCBr.BrCCBr.BrCCBr.BrCCBr.BrCCBr.BrCCBr.BrCCBr.BrCCBr",
  "homo_ev": -9.79,
  "lumo_energy_ha": -0.017,
  "fmax_ha_per_bohr": 0.0105,
  "orbital_gap_ev": 9.34
}